Density functional theory data (ωB97M-V with the def2-TZVPD basis set) for C52H47GeOOsP2S as an isolated structure.

XYZ file:
```
105
C52H47GeOOsP2S | the OMol25 dataset | ωB97M-V with the def2-TZVPD basis set
Os -0.0616 -0.1965 0.4970
O -0.6524 -2.1324 0.9931
S -1.7665 -1.7043 -0.0169
C -3.2319 -1.5085 0.8551
C -3.8132 -2.6235 1.4516
C -4.9670 -2.5200 2.2275
C -5.5229 -1.2692 2.3862
C -6.7487 -0.8365 3.1398
C -6.8740 0.6826 2.8637
C -5.6385 1.0311 2.0804
C -5.1643 2.2247 1.6078
C -3.9423 2.2255 0.9160
C -3.1959 1.0855 0.6345
P -1.6456 1.3969 -0.2812
C -1.1816 3.0812 0.1753
C -0.8652 3.3016 1.5192
C -0.5847 4.5765 1.9730
C -0.6187 5.6499 1.0875
C -0.9598 5.4425 -0.2388
C -1.2526 4.1636 -0.6981
C -2.1055 1.2710 -2.0205
C -1.4236 1.9298 -3.0436
C -1.8799 1.8336 -4.3497
C -2.9807 1.0472 -4.6539
C -3.6415 0.3570 -3.6463
C -3.2172 0.4803 -2.3347
C -3.7136 -0.1762 1.0627
C -4.9037 -0.1415 1.8109
C -1.8838 -2.7529 -1.3752
C -3.0684 -3.4558 -1.5659
C -3.2226 -4.3922 -2.5876
C -2.1431 -4.6283 -3.4019
C -1.9708 -5.6157 -4.5189
C -0.5505 -5.3514 -5.0717
C 0.0113 -4.2796 -4.1799
C 1.2435 -3.6850 -4.1535
C 1.4535 -2.6615 -3.2222
C 0.5029 -2.2160 -2.3052
P 1.1126 -0.7720 -1.3839
C 2.7069 -1.3491 -0.7507
C 3.8999 -0.6476 -0.9249
C 5.0842 -1.1700 -0.4238
C 5.0853 -2.3866 0.2449
C 3.8996 -3.0899 0.4173
C 2.7126 -2.5740 -0.0760
C 1.4233 0.5415 -2.5834
C 1.3034 0.3316 -3.9550
C 1.6520 1.3372 -4.8455
C 2.1050 2.5610 -4.3780
C 2.2013 2.7888 -3.0098
C 1.8608 1.7868 -2.1169
C -0.7570 -2.8821 -2.2606
C -0.9558 -3.8811 -3.2356
H -3.3529 -3.5955 1.3169
H -5.3969 -3.4027 2.6807
H -6.6154 -1.0426 4.2039
H -7.6279 -1.3991 2.8256
H -6.9481 1.2693 3.7790
H -7.7640 0.9112 2.2749
H -5.6890 3.1570 1.7666
H -3.5659 3.1866 0.5908
H -0.8746 2.4779 2.2252
H -0.3536 4.7418 3.0170
H -0.3974 6.6484 1.4398
H -1.0148 6.2787 -0.9227
H -1.5605 4.0357 -1.7251
H -0.5368 2.5138 -2.8352
H -1.3689 2.3756 -5.1335
H -3.3326 0.9813 -5.6749
H -4.5093 -0.2462 -3.8778
H -3.7869 -0.0065 -1.5529
H -3.9047 -3.2727 -0.9077
H -4.1587 -4.9213 -2.7006
H -2.7475 -5.4961 -5.2749
H -2.0738 -6.6308 -4.1302
H -0.5772 -5.0029 -6.1053
H 0.0742 -6.2444 -5.0612
H 2.0377 -3.9694 -4.8305
H 2.4263 -2.1822 -3.2294
H 3.9218 0.2848 -1.4699
H 6.0109 -0.6326 -0.5736
H 6.0144 -2.7944 0.6203
H 3.9032 -4.0443 0.9268
H 1.7939 -3.1386 0.0433
H 0.9319 -0.6088 -4.3408
H 1.5672 1.1612 -5.9097
H 2.3837 3.3385 -5.0768
H 2.5476 3.7450 -2.6409
H 1.9274 1.9845 -1.0577
C -0.6398 0.0086 3.5110
Ge 1.2784 -0.1102 3.1064
C 1.9579 -1.9153 3.1341
C 2.3612 1.1741 4.0623
C 1.3987 0.8990 1.1483
H -0.9019 -0.8588 4.1185
H -1.3222 -0.0105 2.6473
H -0.8567 0.9169 4.0721
H 1.9314 -2.2371 4.1779
H 2.9896 -1.9484 2.7889
H 1.3499 -2.6000 2.5464
H 2.3726 0.8801 5.1135
H 1.9517 2.1793 3.9805
H 3.3841 1.1660 3.6899
H 2.4214 0.8212 0.7836
H 1.2068 1.8531 1.6447
```

Properties
Total charge = +3
2S+1 = 1
Kohn-Sham gap = 6.648 eV
Relative energy (zero: lowest compared OMol25 entry of this formula, charge and spin) = 0.00 kcal per mole
Calculated total energy = -145106.998 eV
Highest occupied orbital energy = -15.69 eV
LUMO level = -0.33243 Eh